Computed, not measured: a 2-piece molecular cluster, C5H15N3O overall, with ωB97M-V with the def2-TZVPD basis set.

The max |F| comes out at 0.41 eV/Å. For the HOMO energy, the calculation gives -7.1908 eV. As for the charge: 0. For the LUMO energy, the calculation gives 0.68 eV.

Element x y z (Å)
C  -0.227  1.161  -0.683
C  -1.517  1.499  -1.423
C  0.903  0.856  -1.668
N  -0.404  -0.026  0.240
N  -1.691  -0.289  0.800
H  0.090  -0.988  -0.069
H  0.066  1.999  -0.048
H  -2.000  0.517  1.335
H  -2.344  -0.462  0.046
H  -1.320  2.331  -2.100
H  -2.324  1.806  -0.757
H  -1.862  0.658  -2.031
H  0.623  0.033  -2.330
H  1.819  0.594  -1.146
H  1.093  1.738  -2.282
C  1.274  -2.101  0.326
C  0.783  -0.121  1.373
N  0.252  -0.551  2.578
O  1.710  0.642  1.261
H  -0.357  -1.353  2.508
H  0.982  -0.662  3.267
H  2.182  -2.106  0.931
H  1.591  -2.190  -0.722
H  0.681  -2.984  0.593

=====

Computed, not measured: a 5-piece molecular cluster, C5H15N5O10 overall, with ωB97M-V with the def2-TZVPD basis set.

The max |F| comes out at 0.68 eV/Å. For the HOMO energy, the calculation gives -10.6411 eV. As for the charge: 0. For the LUMO energy, the calculation gives 0.02 eV.

Element x y z (Å)
C  4.346  -0.840  2.563
N  3.408  0.268  2.903
O  3.562  0.825  3.973
O  2.554  0.546  2.086
H  5.345  -0.477  2.775
H  4.214  -1.073  1.512
H  4.079  -1.699  3.171
C  0.134  0.217  -0.189
N  1.291  0.022  -1.084
O  2.163  -0.742  -0.725
O  1.301  0.653  -2.123
H  -0.024  -0.657  0.429
H  -0.739  0.434  -0.795
H  0.331  1.091  0.424
C  -2.010  1.164  -4.294
N  -2.414  2.021  -3.148
O  -2.484  3.215  -3.337
O  -2.547  1.468  -2.075
H  -2.071  1.738  -5.209
H  -2.622  0.268  -4.273
H  -0.977  0.878  -4.098
C  0.240  1.747  3.711
N  -0.727  2.008  2.618
O  -0.488  2.970  1.909
O  -1.663  1.258  2.448
H  0.350  0.672  3.809
H  -0.139  2.152  4.646
H  1.161  2.218  3.409
C  -2.816  -3.498  -1.593
N  -1.488  -2.810  -1.560
O  -0.854  -2.889  -0.526
O  -1.127  -2.223  -2.555
H  -3.321  -3.146  -2.485
H  -3.348  -3.218  -0.691
H  -2.623  -4.564  -1.626

=====

Computed, not measured: C5H15NO as an isolated structure, with ωB97M-V with the def2-TZVPD basis set.

The max |F| comes out at 2.88 eV/Å. For the HOMO energy, the calculation gives -8.5216 eV. As for the charge: 0. For the LUMO energy, the calculation gives 0.74 eV.

Element x y z (Å)
C  2.389  0.785  -0.121
C  2.159  -0.300  -1.192
N  0.726  -0.469  -1.579
H  3.477  0.965  -0.050
H  1.943  1.748  -0.475
H  1.954  0.487  0.849
H  2.778  -0.154  -2.076
H  2.472  -1.263  -0.762
H  0.131  -0.797  -0.432
H  0.612  -1.337  -2.030
H  0.377  0.244  -2.249
C  -0.916  -0.515  1.486
O  -0.399  -1.293  0.470
C  -2.201  0.279  1.130
C  -1.941  1.330  0.056
H  -0.181  0.269  1.833
H  -1.133  -1.095  2.399
H  -2.602  0.782  2.041
H  -2.973  -0.416  0.736
H  -2.850  1.894  -0.114
H  -1.674  0.846  -0.882
H  -1.158  1.978  0.349

=====

Computed, not measured: a 2-piece molecular cluster, C5H15NO overall, with ωB97M-V with the def2-TZVPD basis set.

The max |F| comes out at 1.44 eV/Å. For the HOMO energy, the calculation gives -8.2199 eV. As for the charge: 0. For the LUMO energy, the calculation gives 0.79 eV.

Element x y z (Å)
C  1.154  -0.247  0.964
C  1.871  -1.582  1.181
C  0.681  0.014  -0.461
N  -0.595  -0.595  -0.826
C  -1.612  -0.709  0.186
C  -1.112  -0.009  -2.019
H  1.754  0.582  1.345
H  0.281  -0.228  1.630
H  1.273  -2.441  0.870
H  2.809  -1.581  0.625
H  2.071  -1.667  2.249
H  1.437  -0.370  -1.147
H  0.653  1.107  -0.596
H  -2.473  -1.200  -0.287
H  -1.940  0.251  0.627
H  -1.298  -1.351  1.007
H  -0.304  0.038  -2.760
H  -1.820  -0.642  -2.568
H  -1.543  0.987  -1.866
H  -0.438  3.482  1.381
H  -0.781  2.956  -0.064
O  -0.067  3.205  0.526

=====

Computed, not measured: a 2-piece molecular cluster, C5H15NO overall, with ωB97M-V with the def2-TZVPD basis set.

The max |F| comes out at 6.32 eV/Å. For the HOMO energy, the calculation gives -8.0860 eV. As for the charge: 0. For the LUMO energy, the calculation gives 0.91 eV.

Element x y z (Å)
C  1.537  2.718  0.802
N  1.008  1.826  -0.214
C  -1.657  -0.809  -0.983
C  -0.843  0.442  -1.125
C  0.155  0.763  0.074
C  0.974  -0.505  0.545
H  2.517  2.374  0.884
H  1.124  2.610  1.885
H  1.597  3.821  0.545
H  1.556  1.756  -1.067
H  -2.508  -1.051  -1.761
H  -2.239  -0.598  -0.024
H  -1.280  -1.751  -0.957
H  -0.356  0.156  -2.057
H  -1.401  1.350  -1.425
H  -0.399  1.094  0.988
H  0.486  -1.143  1.358
H  1.058  -0.964  -0.465
H  2.038  -0.204  0.728
H  -1.409  -3.191  0.629
H  -0.662  -4.605  0.567
O  -1.297  -4.086  1.071

=====

Computed, not measured: a 2-piece molecular cluster, C5H15NO overall, with ωB97M-V with the def2-TZVPD basis set.

The max |F| comes out at 1.58 eV/Å. For the HOMO energy, the calculation gives -9.1565 eV. As for the charge: 0. For the LUMO energy, the calculation gives 1.08 eV.

Element x y z (Å)
C  0.685  -0.740  -1.518
C  1.085  0.420  -2.438
C  -0.709  -0.612  -0.810
N  -0.668  -0.547  0.671
C  0.087  0.628  1.153
C  1.369  0.277  1.911
H  0.598  -1.665  -2.094
H  1.419  -0.944  -0.761
H  0.710  1.381  -2.090
H  0.749  0.281  -3.463
H  2.175  0.409  -2.441
H  -1.203  -1.558  -1.019
H  -1.262  0.215  -1.237
H  -0.063  -1.351  0.825
H  0.249  1.327  0.337
H  -0.564  1.195  1.826
H  1.308  0.388  2.993
H  1.702  -0.711  1.599
H  2.203  0.939  1.659
H  -2.645  -0.059  1.268
H  -4.063  0.375  1.650
O  -3.159  0.351  1.981

=====

Computed, not measured: a 2-piece molecular cluster, C5H15NO overall, with ωB97M-V with the def2-TZVPD basis set.

The max |F| comes out at 1.55 eV/Å. For the HOMO energy, the calculation gives -9.1891 eV. As for the charge: 0. For the LUMO energy, the calculation gives 0.73 eV.

Element x y z (Å)
C  -2.511  1.027  -1.790
C  -1.163  0.316  -1.841
C  0.012  1.165  -1.325
C  -0.068  1.462  0.171
C  0.601  0.362  1.013
N  2.071  0.373  0.762
H  -2.895  1.060  -0.774
H  -3.271  0.504  -2.390
H  -2.478  2.034  -2.191
H  -1.228  -0.545  -1.150
H  -0.903  -0.137  -2.794
H  0.112  2.044  -1.957
H  0.937  0.606  -1.476
H  -1.114  1.522  0.493
H  0.363  2.423  0.488
H  0.206  -0.602  0.702
H  0.440  0.594  2.057
H  2.520  0.852  1.532
H  2.404  -0.586  0.760
H  1.144  -4.693  2.265
H  1.360  -3.444  3.144
O  0.825  -3.803  2.426

=====

Computed, not measured: C5H15NO2 as an isolated structure, with ωB97M-V with the def2-TZVPD basis set.

The max |F| comes out at 4.81 eV/Å. For the HOMO energy, the calculation gives -9.1376 eV. As for the charge: 0. For the LUMO energy, the calculation gives 0.85 eV.

Element x y z (Å)
C  -2.061  -0.594  0.910
C  -0.618  -1.107  1.018
C  0.366  -0.091  0.494
C  1.284  0.564  1.189
C  1.897  1.853  0.723
N  -2.233  -0.003  -0.665
H  -2.699  -1.471  0.877
H  -2.364  -0.035  1.796
H  -0.490  -1.279  2.092
H  -0.488  -2.060  0.510
H  0.108  0.200  -0.517
H  1.638  0.195  2.156
H  1.659  2.634  1.445
H  2.987  1.782  0.696
H  1.531  2.178  -0.246
H  -2.053  0.531  0.171
H  -3.208  0.317  -0.717
H  3.136  -1.188  -0.052
H  2.885  -2.190  -1.005
O  2.806  -2.093  -0.036
H  -1.886  0.972  -2.111
H  -2.213  1.778  -3.318
O  -1.445  1.423  -2.876

=====

Computed, not measured: a 2-piece molecular cluster, C5H15NO2 overall, with ωB97M-V with the def2-TZVPD basis set.

The max |F| comes out at 4.83 eV/Å. For the HOMO energy, the calculation gives -9.3299 eV. As for the charge: 0. For the LUMO energy, the calculation gives 0.77 eV.

Element x y z (Å)
C  1.239  -2.157  -0.110
N  0.251  -1.283  -0.708
C  0.198  1.330  -2.312
C  -0.530  0.985  -1.070
C  0.436  0.127  -0.256
C  0.176  0.394  1.231
O  1.305  -0.214  2.117
H  2.091  -2.537  -0.636
H  0.796  -3.088  0.301
H  1.564  -1.559  0.777
H  0.481  -1.135  -1.703
H  0.966  0.664  -2.690
H  -0.475  1.514  -3.209
H  0.802  2.249  -2.007
H  -0.891  1.895  -0.570
H  -1.492  0.459  -1.308
H  1.555  0.487  -0.205
H  -0.602  -0.298  1.582
H  0.253  1.385  1.596
H  1.947  0.462  2.016
H  -3.611  0.103  1.642
H  -2.777  -0.135  2.902
O  -3.683  0.354  2.620

=====

Computed, not measured: a 2-piece molecular cluster, C5H15NO2 overall, with ωB97M-V with the def2-TZVPD basis set.

The max |F| comes out at 0.82 eV/Å. For the HOMO energy, the calculation gives -8.5123 eV. As for the charge: 0. For the LUMO energy, the calculation gives 0.73 eV.

Element x y z (Å)
C  0.006  -1.033  2.317
O  -0.046  -1.710  3.575
C  -1.048  -1.533  1.354
C  -0.732  -1.293  -0.135
C  -0.265  0.129  -0.496
C  1.275  0.731  -2.429
N  1.045  0.196  -1.107
H  -0.077  0.034  2.476
H  1.018  -1.208  1.953
H  -0.947  -1.656  3.906
H  -1.997  -1.029  1.557
H  -1.188  -2.595  1.525
H  0.016  -1.998  -0.481
H  -1.639  -1.536  -0.698
H  -0.997  0.518  -1.191
H  -0.316  0.760  0.384
H  1.820  0.022  -3.063
H  0.344  0.993  -2.931
H  1.921  1.617  -2.391
H  1.788  0.415  -0.476
H  0.282  2.986  -1.836
H  0.105  3.717  -0.496
O  -0.367  3.474  -1.318